Entry 1:
{"formula": "C50H56BCsN15O3", "method": "ωB97M-V/def2-TZVPD", "elements": ["Cs", "C", "C", "N", "C", "C", "C", "C", "C", "C", "C", "N", "C", "C", "C", "C", "C", "C", "C", "C", "N", "C", "H", "H", "H", "H", "H", "H", "H", "H", "H", "H", "H", "H", "C", "N", "C", "N", "C", "N", "C", "C", "C", "C", "C", "C", "C", "N", "N", "C", "O", "C", "C", "C", "C", "C", "C", "N", "C", "N", "C", "N", "C", "H", "H", "H", "H", "H", "H", "H", "H", "H", "H", "H", "H", "H", "H", "H", "H", "N", "C", "C", "C", "N", "H", "H", "H", "H", "H", "H", "H", "H", "H", "H", "C", "N", "C", "C", "N", "H", "H", "H", "H", "H", "H", "C", "C", "C", "O", "B", "O", "C", "C", "C", "H", "H", "H", "H", "H", "H", "H", "H", "H", "H", "H", "H"], "xyz": [[0.8873, -1.3163, 1.1449], [-1.0765, -6.0924, 1.3774], [-0.4910, -4.8528, 1.0505], [0.2256, -4.1522, 1.8916], [0.4169, -4.6104, 3.1572], [-0.1248, -5.8523, 3.5793], [-0.8806, -6.5844, 2.6346], [0.0567, -6.3072, 4.9047], [0.7669, -5.5104, 5.7695], [1.3161, -4.2865, 5.3854], [1.1802, -3.7687, 4.0848], [1.5833, -2.5679, 3.6590], [2.6639, -1.9170, 4.1755], [3.8101, -2.5396, 4.6577], [4.9588, -1.8178, 5.0133], [5.0109, -0.4552, 4.9205], [3.8659, 0.2383, 4.4643], [3.8397, 1.6461, 4.3450], [2.7089, 2.2775, 3.9230], [1.5794, 1.4902, 3.6241], [1.5642, 0.1836, 3.7091], [2.6929, -0.4663, 4.1099], [-1.6754, -6.6264, 0.6494], [-0.6270, -4.4333, 0.0560], [-1.3170, -7.5311, 2.9358], [-0.3689, -7.2533, 5.2144], [0.9022, -5.8350, 6.7963], [1.8528, -3.6947, 6.1152], [3.8296, -3.6208, 4.7045], [5.8327, -2.3651, 5.3502], [5.9062, 0.0990, 5.1740], [4.7368, 2.2076, 4.5827], [2.6648, 3.3522, 3.8044], [0.6639, 1.9700, 3.2989], [-4.0529, 5.4388, 1.5567], [-3.2948, 4.2224, 1.3559], [-1.9798, 3.9794, 1.4504], [-1.7147, 2.7417, 1.0836], [-2.9443, 2.2587, 0.7607], [-3.9282, 3.1157, 0.9035], [-3.8830, 6.4485, 0.4461], [-3.8818, 7.8073, 0.7259], [-3.7933, 8.7443, -0.3013], [-3.6870, 8.3206, -1.6154], [-3.6596, 6.9549, -1.8884], [-3.7605, 6.0229, -0.8676], [-3.5515, 6.5125, -3.2795], [-3.8111, 7.1749, -4.3540], [-3.5506, 6.2910, -5.4150], [-3.1580, 5.1907, -4.8695], [-3.1346, 5.2591, -3.5252], [-2.7346, 3.9494, -5.5146], [-3.0879, 3.7279, -6.8435], [-2.6306, 2.5820, -7.4770], [-1.8108, 1.6901, -6.7879], [-1.4494, 1.9287, -5.4675], [-0.4561, 1.0128, -4.7917], [-0.6124, 0.8651, -3.3617], [-1.2126, -0.0886, -2.6329], [-0.9639, 0.1023, -1.3478], [-0.1954, 1.2226, -1.3574], [0.0205, 1.7314, -2.5414], [-1.9330, 3.0553, -4.8294], [-3.7923, 5.8861, 2.5165], [-5.0889, 5.1043, 1.6091], [-1.2687, 4.7226, 1.7724], [-3.1210, 1.2496, 0.4169], [-3.9594, 8.1404, 1.7547], [-3.7966, 9.8016, -0.0736], [-3.6091, 9.0262, -2.4303], [-3.7426, 4.9624, -1.0905], [-3.7095, 4.4471, -7.3576], [-2.9053, 2.3862, -8.5045], [-1.4381, 0.8039, -7.2884], [0.5598, 1.3838, -4.9362], [-0.4921, 0.0219, -5.2457], [-1.7426, -0.9161, -3.0737], [0.2571, 1.6414, -0.4694], [-1.6437, 3.2516, -3.8044], [-1.8106, -1.4248, 3.7578], [-2.3164, -2.6830, 4.2877], [-3.7073, -2.9959, 3.7611], [-3.7644, -3.6677, 2.3977], [-3.3488, -2.7800, 1.3110], [-0.8098, -1.3549, 3.9243], [-2.2459, -0.6522, 4.2496], [-2.3423, -2.6939, 5.3882], [-1.6397, -3.4905, 4.0099], [-4.3260, -2.0894, 3.7724], [-4.1871, -3.6871, 4.4648], [-4.7780, -4.0780, 2.2670], [-3.0831, -4.5217, 2.4030], [-3.8141, -1.8834, 1.3646], [-3.5593, -3.1858, 0.4077], [1.8300, -5.6210, -1.3426], [0.7175, -5.2944, -2.2264], [-0.2372, -6.3496, -2.5085], [0.7553, -4.2341, -3.0187], [0.7571, -3.3020, -3.7042], [2.3647, -6.5010, -1.7131], [1.4432, -5.8417, -0.3474], [2.5173, -4.7819, -1.2622], [0.2492, -7.2052, -2.9891], [-1.0164, -5.9696, -3.1649], [-0.6920, -6.6883, -1.5761], [5.8944, 1.4561, -1.3064], [4.4186, 1.1753, -1.5861], [3.7813, 2.4105, -2.2049], [3.8019, 0.9150, -0.3202], [3.5731, -0.4814, -0.1053], [3.9196, -1.1019, -1.3532], [4.1796, -0.1374, -2.3790], [5.3730, -0.6061, -3.2000], [2.9437, -0.1033, -3.2766], [5.9564, 2.2953, -0.6121], [6.4524, 1.7125, -2.2118], [6.3634, 0.5953, -0.8301], [4.0141, 3.2836, -1.5923], [2.6981, 2.3171, -2.2667], [4.1700, 2.5927, -3.2128], [6.2234, -0.8358, -2.5612], [5.6755, 0.1490, -3.9330], [5.1030, -1.5134, -3.7438], [2.0748, 0.2470, -2.7219], [2.7347, -1.1178, -3.6184], [3.0824, 0.5424, -4.1508]], "forces_ev_per_angstrom": [[-0.712, 0.102, -0.253], [0.032, 0.040, -0.022], [-0.051, -0.015, 0.065], [0.019, -0.260, 0.207], [0.065, 0.106, -0.101], [-0.094, -0.032, 0.053], [0.001, -0.029, 0.020], [0.028, 0.039, -0.035], [-0.007, -0.015, 0.050], [0.131, 0.022, -0.036], [-0.145, -0.147, -0.082], [0.074, -0.044, 0.269], [-0.192, -0.020, -0.009], [0.083, 0.023, 0.030], [-0.007, -0.076, -0.003], [-0.046, 0.052, -0.016], [0.073, 0.066, 0.054], [0.053, 0.008, -0.005], [-0.050, -0.036, -0.012], [0.174, -0.102, 0.058], [0.050, 0.027, 0.152], [-0.197, -0.079, -0.003], [0.000, -0.001, -0.006], [-0.013, 0.030, 0.001], [0.008, 0.001, 0.009], [0.000, -0.006, 0.003], [0.004, 0.010, 0.004], [-0.001, -0.005, 0.016], [0.006, 0.003, 0.004], [-0.007, -0.007, 0.002], [0.001, 0.007, 0.001], [-0.004, -0.012, 0.003], [0.015, 0.011, 0.011], [-0.134, 0.008, -0.081], [0.001, 0.019, 0.065], [-0.186, 0.041, -0.027], [0.026, -0.188, -0.132], [-0.079, 0.159, 0.118], [0.137, -0.239, -0.039], [-0.043, 0.098, 0.014], [0.056, -0.016, 0.084], [-0.071, 0.136, -0.062], [0.007, -0.170, -0.007], [0.009, -0.005, 0.191], [-0.057, 0.104, -0.257], [0.049, -0.085, 0.007], [-0.094, 0.485, 0.146], [0.091, -0.429, -0.244], [-0.037, 0.211, 0.370], [-0.089, -0.039, -0.396], [0.082, -0.293, 0.252], [-0.169, 0.368, -0.223], [0.091, -0.250, -0.050], [0.068, 0.041, 0.244], [-0.095, 0.088, -0.129], [0.121, -0.193, -0.097], [-0.005, -0.293, -0.106], [-0.225, 0.201, -0.134], [0.453, 0.040, 0.248], [-0.210, -0.109, -0.358], [0.044, 0.017, 0.532], [0.248, 0.049, -0.262], [0.149, 0.008, 0.287], [0.038, -0.035, 0.005], [-0.021, 0.092, 0.048], [0.036, -0.005, 0.026], [0.147, 0.064, 0.016], [0.009, 0.010, -0.003], [0.001, 0.004, 0.020], [-0.006, 0.007, -0.017], [-0.016, 0.028, -0.023], [-0.007, 0.017, -0.005], [0.008, -0.020, -0.014], [-0.010, -0.007, -0.012], [-0.031, 0.044, -0.032], [-0.036, -0.034, 0.063], [-0.051, -0.013, 0.004], [-0.203, 0.052, -0.051], [-0.004, 0.018, 0.002], [0.203, 0.128, 0.006], [-0.043, 0.024, 0.195], [-0.205, -0.316, 0.229], [-0.008, 0.151, -0.132], [-0.014, -0.166, -0.038], [0.092, 0.057, -0.054], [0.061, 0.031, -0.025], [-0.037, 0.008, -0.023], [0.040, 0.049, -0.106], [0.043, 0.025, -0.080], [0.002, 0.025, -0.016], [-0.022, 0.066, -0.074], [0.018, -0.042, 0.038], [0.033, 0.038, 0.064], [-0.009, 0.003, 0.011], [0.037, -0.021, 0.092], [-0.005, 0.039, 0.053], [-0.008, -0.012, 0.011], [0.086, 0.026, -0.002], [-0.099, 0.019, -0.067], [0.045, 0.051, -0.059], [0.028, -0.010, 0.002], [-0.051, 0.046, -0.064], [-0.001, 0.010, -0.014], [-0.006, -0.008, 0.009], [0.011, -0.005, 0.006], [0.069, -0.009, -0.008], [0.071, 0.014, 0.067], [0.010, 0.053, -0.075], [-0.230, -0.048, -0.007], [0.601, 0.222, -0.470], [0.052, 0.020, 0.192], [-0.020, -0.121, -0.043], [0.013, 0.004, -0.084], [-0.057, 0.034, -0.049], [-0.005, -0.001, 0.010], [-0.016, 0.001, -0.008], [-0.012, -0.007, -0.001], [-0.008, -0.002, 0.021], [0.005, -0.019, 0.012], [0.021, -0.001, 0.010], [0.006, 0.011, 0.010], [-0.014, 0.003, 0.003], [-0.006, -0.013, 0.021], [0.012, -0.008, 0.035], [0.009, -0.005, -0.009], [0.023, 0.009, 0.005]], "relative_energy_kcal_mol": 32.5, "homo_energy_ha": -0.0796, "total_charge": -1, "energy_ev": -82479.038, "gap_ev": 3.68}

=====

Entry 2:
{"formula": "C50H56Cl3MgNO3P2SSb", "method": "ωB97M-V/def2-TZVPD", "elements": ["Mg", "Cl", "C", "C", "C", "Cl", "C", "O", "C", "Cl", "C", "H", "H", "O", "C", "O", "C", "P", "C", "C", "C", "C", "C", "C", "C", "C", "C", "C", "C", "C", "H", "H", "H", "H", "H", "H", "H", "H", "H", "H", "H", "H", "C", "C", "C", "C", "P", "N", "C", "C", "C", "C", "C", "C", "C", "C", "H", "H", "H", "H", "H", "H", "H", "H", "H", "H", "H", "H", "H", "H", "H", "H", "H", "H", "H", "H", "H", "H", "H", "H", "H", "H", "H", "S", "Sb", "C", "C", "C", "C", "C", "C", "C", "C", "C", "C", "C", "C", "C", "C", "C", "C", "C", "C", "H", "H", "H", "H", "H", "H", "H", "H", "H", "H", "H", "H", "H", "H", "H"], "xyz": [[1.5506, 0.2221, -0.1999], [6.7180, 0.4537, 4.7989], [5.7404, 0.5038, 3.3415], [4.3660, 0.6012, 3.4412], [3.6172, 0.6470, 2.2833], [1.8651, 0.7671, 2.4157], [4.1672, 0.6009, 0.9760], [3.4665, 0.6642, -0.1078], [5.5767, 0.4982, 0.9590], [6.3639, 0.4342, -0.5962], [6.3518, 0.4512, 2.1016], [3.8805, 0.6400, 4.4077], [7.4277, 0.3736, 2.0204], [0.0177, 1.7820, -3.6731], [0.7393, 1.6334, -2.6931], [0.8134, 0.5768, -1.9540], [1.6578, 2.7774, -2.2397], [1.3125, 3.1416, -0.4629], [2.5549, 4.4417, -0.0959], [3.8867, 4.0103, -0.0265], [4.8977, 4.8817, 0.3531], [4.5979, 6.2028, 0.6716], [3.2845, 6.6436, 0.5901], [2.2690, 5.7689, 0.2112], [-0.2728, 4.0599, -0.5153], [-1.0380, 4.2230, -1.6679], [-2.2736, 4.8689, -1.6051], [-2.7568, 5.3542, -0.3993], [-2.0085, 5.1779, 0.7621], [-0.7844, 4.5306, 0.7004], [1.5722, 3.6415, -2.8927], [2.6826, 2.3979, -2.2478], [4.1263, 2.9786, -0.2708], [5.9178, 4.5201, 0.4139], [5.3829, 6.8816, 0.9844], [3.0418, 7.6746, 0.8220], [1.2504, 6.1336, 0.1502], [-0.6951, 3.8303, -2.6188], [-2.8546, 4.9885, -2.5126], [-3.7173, 5.8550, -0.3550], [-2.3866, 5.5360, 1.7139], [-0.2186, 4.3711, 1.6128], [2.3118, -2.7845, -2.5552], [1.3746, -3.7155, -1.7587], [1.7114, -5.1764, -2.0655], [-0.0429, -3.4139, -2.2847], [1.3977, -3.1765, 0.0625], [1.3875, -1.6607, 0.2081], [-0.1272, -3.9516, 0.9046], [0.0880, -3.7732, 2.4221], [-0.4505, -5.4215, 0.6250], [-1.3556, -3.0798, 0.5575], [2.9520, -3.9254, 0.8800], [2.9654, -5.4287, 1.1687], [4.1427, -3.5878, -0.0402], [3.2089, -3.1434, 2.1861], [1.9915, -2.7686, -3.6038], [3.3497, -3.1108, -2.5307], [2.2596, -1.7639, -2.1794], [1.5376, -5.3645, -3.1334], [1.0963, -5.8811, -1.5073], [2.7564, -5.4111, -1.8645], [-0.0291, -3.4784, -3.3785], [-0.3549, -2.4021, -2.0124], [-0.7832, -4.1240, -1.9200], [0.8250, -4.4656, 2.8256], [-0.8611, -3.9648, 2.9364], [0.4020, -2.7526, 2.6538], [0.3758, -6.0956, 0.8473], [-0.7487, -5.5851, -0.4111], [-1.2969, -5.7235, 1.2551], [-1.0617, -2.0422, 0.3725], [-2.0559, -3.0795, 1.4029], [-1.8954, -3.4608, -0.3109], [2.7633, -6.0345, 0.2853], [2.2477, -5.7077, 1.9401], [3.9601, -5.7106, 1.5390], [4.1763, -4.2131, -0.9310], [5.0734, -3.7536, 0.5151], [4.1226, -2.5397, -0.3493], [2.6876, -3.5738, 3.0414], [2.8911, -2.1044, 2.0739], [4.2821, -3.1510, 2.4110], [-1.1510, 0.8382, 0.8990], [-3.2067, 0.8544, 0.0587], [-3.2423, 1.1730, -1.9968], [-4.0336, 2.1250, -2.6383], [-3.9056, 2.3070, -4.0087], [-2.9812, 1.5575, -4.7278], [-2.1755, 0.6297, -4.0835], [-2.2996, 0.4357, -2.7149], [-4.1813, -0.9927, 0.3161], [-4.1577, -1.9493, -0.6952], [-4.6989, -3.2095, -0.4736], [-5.2565, -3.5185, 0.7605], [-5.2841, -2.5651, 1.7721], [-4.7466, -1.3029, 1.5524], [-4.4515, 2.1566, 1.1541], [-4.1227, 2.2763, 2.5045], [-4.8657, 3.1151, 3.3268], [-5.9231, 3.8483, 2.8025], [-6.2488, 3.7351, 1.4564], [-5.5191, 2.8864, 0.6342], [-4.7329, 2.7353, -2.0856], [-4.5139, 3.0500, -4.5116], [-2.8667, 1.7215, -5.7926], [-1.4242, 0.0795, -4.6340], [-1.6177, -0.2408, -2.2073], [-3.7158, -1.7220, -1.6585], [-4.6708, -3.9531, -1.2613], [-5.6620, -4.5076, 0.9383], [-5.7176, -2.8057, 2.7357], [-4.7646, -0.5700, 2.3511], [-3.2594, 1.7499, 2.8991], [-4.6090, 3.2025, 4.3755], [-6.4892, 4.5155, 3.4410], [-7.0723, 4.3061, 1.0446], [-5.7982, 2.7999, -0.4066]], "forces_ev_per_angstrom": [[-0.147, -0.678, 0.011], [-0.106, -0.002, -0.165], [0.130, -0.010, 0.065], [-0.133, -0.003, 0.075], [-0.244, 0.023, -0.061], [0.467, 0.079, 0.209], [-0.323, 0.015, -0.340], [0.254, 0.211, 0.431], [0.129, -0.001, -0.033], [-0.077, 0.020, 0.130], [0.118, -0.008, 0.011], [0.013, -0.003, -0.052], [-0.032, 0.000, -0.001], [0.538, 0.218, -0.115], [0.356, -0.445, 0.577], [-0.235, 0.647, -0.870], [-0.150, -0.011, 0.181], [-0.137, 0.106, -0.197], [0.167, -0.057, 0.053], [0.006, 0.023, -0.007], [-0.091, 0.012, -0.022], [-0.057, -0.060, -0.021], [-0.003, -0.075, -0.027], [0.025, 0.076, -0.038], [0.006, 0.081, 0.050], [-0.047, 0.065, 0.036], [0.108, 0.000, 0.018], [0.024, -0.073, 0.016], [0.063, -0.013, -0.056], [-0.055, -0.039, -0.001], [0.013, 0.097, -0.039], [0.030, 0.043, -0.031], [-0.030, 0.045, 0.069], [-0.034, 0.019, -0.016], [-0.019, -0.018, -0.025], [0.005, -0.031, 0.005], [0.026, -0.029, 0.019], [-0.022, 0.012, 0.037], [0.018, -0.021, 0.032], [0.012, -0.013, -0.007], [0.023, -0.034, -0.044], [-0.005, -0.015, -0.020], [-0.023, -0.110, -0.052], [-0.110, 0.079, -0.101], [-0.004, 0.010, -0.146], [0.067, -0.007, -0.048], [0.033, 0.326, 0.054], [-0.094, -0.074, 0.045], [-0.035, 0.148, 0.254], [-0.028, -0.029, -0.062], [-0.089, 0.022, 0.006], [0.062, -0.071, -0.039], [0.136, 0.117, -0.041], [0.096, -0.001, 0.047], [-0.014, 0.017, 0.065], [0.002, -0.019, 0.010], [0.054, -0.056, 0.047], [0.011, -0.003, 0.025], [-0.047, 0.003, 0.032], [0.024, -0.001, 0.050], [-0.033, 0.000, 0.017], [0.011, 0.018, 0.005], [-0.021, -0.031, 0.038], [0.066, -0.043, 0.024], [-0.015, -0.012, 0.001], [0.010, -0.018, -0.002], [0.051, -0.019, -0.022], [-0.034, -0.029, -0.052], [0.047, 0.015, 0.020], [-0.007, 0.003, 0.006], [0.014, 0.007, -0.021], [0.044, -0.092, 0.051], [0.016, -0.056, -0.100], [0.097, 0.041, 0.065], [0.008, 0.014, -0.033], [-0.011, 0.013, 0.000], [-0.058, 0.013, -0.020], [-0.014, -0.017, -0.019], [-0.051, -0.033, -0.049], [-0.039, -0.024, 0.048], [0.009, 0.015, -0.028], [0.018, -0.057, -0.044], [-0.076, -0.051, 0.014], [0.229, 0.033, 0.534], [-0.069, -0.049, -0.122], [0.198, 0.121, -0.374], [-0.020, -0.137, -0.173], [0.047, -0.011, 0.119], [-0.020, -0.107, 0.042], [-0.329, -0.162, -0.190], [-0.358, 0.013, 0.107], [-0.106, -0.254, 0.064], [-0.170, 0.032, 0.053], [-0.072, 0.048, 0.088], [0.027, 0.035, -0.038], [0.028, 0.035, -0.048], [0.000, -0.153, -0.122], [-0.007, 0.216, 0.111], [-0.083, 0.227, -0.092], [-0.017, -0.017, -0.048], [0.044, -0.026, -0.026], [0.049, -0.046, 0.060], [-0.004, -0.110, 0.127], [0.005, 0.026, -0.008], [0.008, -0.014, 0.008], [-0.005, -0.012, 0.024], [-0.108, 0.046, 0.070], [0.025, 0.073, -0.028], [0.017, 0.020, 0.010], [0.007, 0.016, 0.029], [-0.001, 0.036, -0.007], [0.015, -0.002, -0.028], [0.009, 0.014, -0.012], [-0.016, -0.014, -0.013], [-0.002, 0.019, -0.017], [0.000, -0.023, -0.002], [0.021, -0.005, 0.013], [-0.005, -0.027, 0.007]], "relative_energy_kcal_mol": 12.4, "homo_energy_ha": -0.1615, "total_charge": -1, "energy_ev": -139360.306, "gap_ev": 6.54}